DFT (the ωB97M-V functional and the def2-TZVPD basis) results for a cluster of 2 separate species, C4H12 in total in a non-equilibrium geometry.

XYZ file:
```
16
C4H12 (the ωB97M-V functional and the def2-TZVPD basis)
C -1.2063 1.0029 -1.1113
C 0.2016 0.9177 -1.6610
H -1.9567 1.5966 -1.6279
H -1.5833 -0.0270 -1.1360
H -1.3255 1.2177 -0.0422
H 0.8037 0.0636 -1.3864
H 0.9274 1.7320 -1.5051
H 0.0947 1.0513 -2.7361
C 0.6296 -0.3421 1.8973
C 0.3724 -1.4667 0.8807
H 0.6334 -0.8520 2.8650
H 1.6299 0.0564 1.7198
H -0.0607 0.4944 1.9071
H 0.4869 -2.4981 1.2409
H 1.0514 -1.3911 0.0383
H -0.6984 -1.5555 0.6569
```

Results
- Lowest unoccupied orbital energy: 1.204 eV
- E_HOMO: -11.243 eV
- SMILES string: CC.CC
- Multiplicity: 1

DFT (the ωB97M-V functional and the def2-TZVPD basis) results for the molecule C4H3NO2.

XYZ file:
```
10
C4H3NO2 (the ωB97M-V functional and the def2-TZVPD basis)
O -0.7705 -1.2288 -2.6137
C 0.0204 -1.0693 -1.7223
C -0.3525 -0.3511 -0.4245
N 0.7483 -0.0167 0.2738
C 0.7777 1.0787 1.1734
C -0.3443 0.8544 1.7287
O -1.5240 -0.1545 -0.1056
H 1.0693 -1.4177 -1.7820
H 1.6162 1.7605 1.2475
H -1.2405 0.5446 2.2246
```

Results
- Lowest unoccupied orbital energy (spin up / spin down): -1.113 / -1.113 eV
- E_HOMO (spin up / spin down): -9.624 / -9.624 eV
- Multiplicity: 1

DFT (the ωB97M-V functional and the def2-TZVPD basis) results for a cluster of 2 separate species, C14H16BrF3I2O5 in total in a non-equilibrium geometry.

XYZ file:
```
41
C14H16BrF3I2O5 (the ωB97M-V functional and the def2-TZVPD basis)
C 4.3351 2.3525 -2.8057
C 2.8674 2.3283 -2.0172
Br 1.5284 2.9927 -3.3941
C 2.4619 0.7878 -1.5088
C 0.9319 0.3668 -1.9248
C -0.3169 0.8141 -1.2503
C -0.5949 1.7983 0.0309
I 0.7184 1.4813 1.7529
C -0.6792 3.3921 -0.4678
C -1.7715 3.4767 -1.7252
I -1.6807 4.4509 1.2220
C -1.4280 0.0437 -2.2298
O -2.7536 -0.0694 -1.9826
O -0.7248 -0.4581 -3.4555
C 0.7132 -0.6379 -3.2018
O 1.6425 -1.4073 -3.7741
H 4.2052 2.8060 -3.9011
H 5.1096 2.9807 -2.1712
H 4.8037 1.2884 -2.9421
H 2.9218 3.0036 -1.0609
H 2.7387 0.5949 -0.3821
H 3.1823 0.0734 -2.1380
H -1.7015 1.5508 0.4042
H 0.3669 3.8454 -0.7315
H -2.0870 4.5743 -1.9877
H -1.3799 2.9490 -2.7012
H -2.7739 2.9147 -1.4023
C -0.8572 -4.5887 1.6403
C -1.8097 -3.4295 1.8620
O -2.2251 -3.3685 3.2358
C -1.3309 -2.8065 4.1085
O -0.2300 -2.3741 3.7792
C -1.9115 -2.7630 5.5226
F -2.4837 -3.9444 5.8949
F -2.8831 -1.8147 5.6474
F -0.9781 -2.4793 6.4743
H -1.3081 -5.5277 1.9814
H -0.6004 -4.6829 0.5805
H 0.0676 -4.4577 2.2080
H -2.7147 -3.5800 1.2633
H -1.3702 -2.4764 1.5473
```

Results
- Lowest unoccupied orbital energy: -1.818 eV
- E_HOMO: -9.554 eV
- SMILES string: C[C@@H](Br)CC1=C([C@@H](I)[C@@H](C)I)C(=O)OC1=O.CCOC(=O)C(F)(F)F
- Multiplicity: 1

DFT (the ωB97M-V functional and the def2-TZVPD basis) results for a cluster of 2 separate species, C6H14N5 in total in a non-equilibrium geometry.

XYZ file:
```
25
C6H14N5 (the ωB97M-V functional and the def2-TZVPD basis)
C 1.9980 0.0712 -1.5978
C 0.5852 1.9089 -0.9808
N 1.1096 1.1565 -1.9282
N -0.1265 3.0424 -1.2666
N 0.9346 1.7513 0.2945
H 0.6818 1.1218 -2.8347
H -0.0700 3.2554 -2.2501
H -0.9516 3.2560 -0.7457
H 1.6756 1.1802 0.6246
H 0.6916 2.4702 0.9454
H 2.7631 0.3771 -0.8794
H 2.6185 -0.2845 -2.4164
H 1.4774 -0.7747 -1.1369
C -1.0585 -0.0790 2.3863
C -0.1792 -2.4662 -0.0468
C -1.0665 -1.2895 1.5445
C -2.0301 -2.1491 1.1306
N 0.0223 -1.4103 0.7059
N -1.4787 -2.8716 0.0743
H 0.5364 -2.9849 -0.6565
H -1.9646 -3.6690 -0.3111
H -2.8813 -2.6004 1.6047
H -0.0295 0.1818 2.6141
H -1.7387 0.0195 3.2419
H -1.5188 0.7870 1.8840
```

Results
- Lowest unoccupied orbital energy: -2.801 eV
- Net charge: +1
- E_HOMO: -11.551 eV
- Multiplicity: 1

DFT (the ωB97M-V functional and the def2-TZVPD basis) results for the molecule C20H15NO4 in a non-equilibrium geometry.

XYZ file:
```
40
C20H15NO4 (the ωB97M-V functional and the def2-TZVPD basis)
N 1.9519 -2.4923 -1.1288
C 0.8056 -3.2323 -1.0446
O -0.3176 -2.7698 -1.0403
C 1.2058 -4.6389 -0.9699
C 2.5457 -4.7219 -1.0075
C 3.0980 -3.3734 -1.1126
O 4.2562 -3.0450 -1.1981
H 0.4507 -5.4059 -0.8979
H 3.1888 -5.5819 -0.9688
C -3.6111 3.3871 4.6237
O -2.4424 2.5761 4.8039
C -1.8432 2.1723 3.6546
C -0.7342 1.3368 3.7985
C -0.1206 0.8022 2.6815
C -0.5977 1.0748 1.3859
C -0.1148 0.3842 0.1876
O -0.6437 0.8769 -1.0191
C 0.0553 0.6278 -2.1743
C 1.1397 -0.2914 -2.1901
C 1.6198 -0.7418 -3.4201
C 1.2868 0.0151 -4.5562
C 0.3696 1.0746 -4.4940
C -0.3555 1.3299 -3.3282
C 1.7475 -0.9277 -0.9138
C 0.8481 -0.5857 0.2309
C -1.6214 2.0421 1.2355
C -2.2806 2.5852 2.3454
H -3.9459 3.5643 5.6448
H -3.3632 4.3326 4.1291
H -4.3848 2.8651 4.0497
H -0.4018 1.1564 4.7878
H 0.7095 0.1284 2.7832
H 2.2467 -1.6183 -3.4592
H 1.7701 -0.2129 -5.5061
H 0.0749 1.6179 -5.3814
H -1.2094 1.9684 -3.2637
H 2.8244 -0.8533 -0.9021
H 0.9293 -1.1588 1.1544
H -2.0239 2.3999 0.2280
H -3.1127 3.3332 2.2525
```

Results
- Lowest unoccupied orbital energy: -0.712 eV
- E_HOMO: -7.879 eV
- SMILES string: COc1ccc(C2=C[C@@H](N3C(=O)C=CC3=O)c3ccccc3O2)cc1
- Multiplicity: 1

DFT (the ωB97M-V functional and the def2-TZVPD basis) results for a structure of composition C29H17F5MoN2O6SSe.

XYZ file:
```
62
C29H17F5MoN2O6SSe (the ωB97M-V functional and the def2-TZVPD basis)
Mo 0.2789 0.1296 0.3455
C -3.3832 1.3134 2.4373
O -4.2674 0.4035 1.7925
C -3.7955 -0.8121 1.3865
C -4.7018 -1.8520 1.3800
C -4.3355 -3.1319 0.9601
C -3.0385 -3.3607 0.5749
C -2.0834 -2.3259 0.5636
C -0.7436 -2.7094 0.1964
N 0.2853 -1.9268 0.1356
N 1.5005 -2.5193 -0.1825
C 2.4482 -1.6170 -0.1845
O 2.2797 -0.3640 0.0721
C 3.8331 -2.0694 -0.4808
C 4.0896 -3.3635 -0.9291
C 5.3878 -3.7594 -1.2005
C 6.4406 -2.8702 -1.0255
C 6.1881 -1.5812 -0.5820
C 4.8894 -1.1793 -0.3138
C -2.4616 -1.0046 0.9297
O -1.6717 0.0295 0.8876
H -4.0313 2.0107 2.9685
H -2.7594 1.8478 1.7221
H -2.7379 0.7959 3.1535
H -5.7098 -1.6393 1.7126
H -5.0636 -3.9311 0.9572
H -2.7247 -4.3516 0.2725
H -0.5691 -3.7602 -0.0241
H 3.2593 -4.0419 -1.0604
H 5.5812 -4.7646 -1.5532
H 7.4554 -3.1820 -1.2393
H 7.0055 -0.8838 -0.4485
H 4.6711 -0.1754 0.0220
S -0.7367 1.7940 -2.2879
C -0.0893 0.4171 -1.7176
F -1.6477 1.4418 -8.0358
C -1.1803 0.8841 -6.9168
C 0.1098 1.1556 -6.4927
F 0.8793 1.9851 -7.2061
C 0.5858 0.5655 -5.3339
F 1.8283 0.8630 -4.9532
C -0.1913 -0.3029 -4.5795
Se 0.4384 -1.0242 -2.9282
C -1.4860 -0.5415 -5.0206
F -2.2963 -1.3426 -4.3309
C -1.9839 0.0323 -6.1780
F -3.2309 -0.2223 -6.5885
O 0.2122 1.3830 5.0807
C -0.0340 2.6383 4.6274
C -0.3529 3.6592 5.5204
C -0.6114 4.9406 5.0686
C -0.5580 5.2260 3.7107
C -0.2460 4.2139 2.8240
C 0.0231 2.9139 3.2548
C 0.3194 1.8866 2.2166
O 0.6128 0.6977 2.5099
O 0.2359 2.2357 1.0002
H 0.1127 1.3777 6.0383
H -0.3988 3.4341 6.5811
H -0.8585 5.7159 5.7825
H -0.7632 6.2240 3.3494
H -0.2082 4.3944 1.7590
```

Results
- Lowest unoccupied orbital energy (spin up / spin down): 2.413 / 2.230 eV
- ⟨S²⟩: 3.785
- Net charge: -1
- E_HOMO (spin up / spin down): -4.391 / -4.759 eV
- Multiplicity: 4

Q: Which energy above the lowest of the compared OMol25 structures with the same formula, charge and spin values were calculated for the entries above? A: 0.702; 5.230; 6.659; 0.870; 3.091; 0.000, in eV.